Record 1
Here is a 6-piece molecular cluster, C26H40NO15 overall at a distorted geometry from the OMol25 dataset. Energies are from ωB97M-V with the def2-TZVPD basis set.

Geometry (Å):
C 1.279 -1.036 1.144
C 0.504 -0.090 2.088
O 0.014 1.090 1.471
C -1.052 0.838 0.557
C -2.456 0.949 1.196
N -3.077 -0.381 1.332
C -4.459 -0.367 1.060
O -5.179 0.605 1.087
O -4.951 -1.597 0.761
C -6.138 -1.884 1.545
O -7.094 -2.360 0.915
O -6.085 -1.663 2.761
H 1.157 -0.727 0.122
H 0.848 -2.036 1.241
H 2.316 -1.144 1.427
H -0.271 -0.636 2.640
H 1.231 0.239 2.842
H -0.998 -0.130 0.051
H -0.969 1.586 -0.209
H -2.432 1.444 2.172
H -3.048 1.554 0.525
H -2.989 -0.728 2.281
O 3.200 1.593 4.987
C 3.361 2.451 4.169
O 4.470 2.547 3.393
C 4.402 3.743 2.597
C 2.924 4.094 2.529
C 2.415 3.592 3.876
H 4.993 4.520 3.088
H 4.828 3.545 1.615
H 2.740 5.152 2.352
H 2.445 3.531 1.726
H 2.518 4.347 4.658
H 1.388 3.241 3.812
O -2.405 1.667 -1.608
C -3.058 2.553 -2.077
O -2.672 3.855 -2.049
C -3.717 4.680 -2.590
C -4.551 3.751 -3.460
C -4.413 2.424 -2.726
H -4.291 5.100 -1.760
H -3.273 5.496 -3.158
H -5.580 4.085 -3.584
H -4.103 3.669 -4.450
H -5.169 2.309 -1.945
H -4.434 1.581 -3.401
O 2.702 -0.718 -1.275
C 3.690 -1.377 -1.362
O 4.300 -1.956 -0.290
C 5.519 -2.588 -0.702
C 5.359 -2.842 -2.193
C 4.483 -1.669 -2.623
H 6.351 -1.913 -0.483
H 5.656 -3.508 -0.136
H 6.308 -2.906 -2.723
H 4.821 -3.778 -2.353
H 5.075 -0.789 -2.877
H 3.821 -1.930 -3.443
O -3.472 1.505 -5.351
C -3.347 0.358 -5.667
O -3.270 -0.055 -6.956
C -3.234 -1.493 -7.003
C -2.738 -1.927 -5.632
C -3.295 -0.831 -4.731
H -4.242 -1.858 -7.215
H -2.571 -1.810 -7.806
H -3.056 -2.931 -5.357
H -1.647 -1.902 -5.609
H -4.307 -1.055 -4.390
H -2.648 -0.627 -3.881
O 0.433 -3.789 3.294
C 1.468 -3.467 3.792
O 2.309 -2.553 3.242
C 3.514 -2.468 4.018
C 3.141 -2.985 5.398
C 2.069 -4.020 5.072
H 4.281 -3.081 3.537
H 3.852 -1.433 4.043
H 3.989 -3.385 5.952
H 2.704 -2.178 5.989
H 2.497 -5.002 4.863
H 1.317 -4.093 5.851

## Properties
HOMO-LUMO gap, eV: 6.01
HOMO energy, eV: -4.1
Net charge: -1

=====

Record 2
Here is a 7-piece molecular cluster, C26H40O16S overall at a distorted geometry from the OMol25 dataset. Energies are from ωB97M-V with the def2-TZVPD basis set.

Geometry (Å):
C 0.403 -0.647 -2.236
C -1.083 -0.438 -1.992
O -1.356 0.893 -2.385
S -0.092 1.906 -2.202
O -0.095 2.599 -0.924
O 0.063 2.737 -3.393
O 1.049 0.684 -2.101
H 0.715 -1.097 -3.179
H 0.650 -1.344 -1.436
H -1.488 -0.581 -0.990
H -1.694 -1.048 -2.657
O -6.706 3.839 -10.784
C -6.436 3.409 -9.705
O -5.203 2.972 -9.341
C -5.278 2.041 -8.205
C -6.797 1.837 -7.974
C -7.422 3.139 -8.523
H -5.017 2.643 -7.335
H -4.627 1.177 -8.345
H -6.976 1.651 -6.915
H -7.206 0.948 -8.455
H -7.382 4.035 -7.904
H -8.449 2.911 -8.807
O -2.579 -8.197 -2.472
C -2.369 -9.023 -3.326
O -1.603 -8.885 -4.369
C -1.950 -9.636 -5.502
C -3.123 -10.519 -4.959
C -3.044 -10.361 -3.510
H -1.046 -10.214 -5.696
H -2.248 -9.100 -6.403
H -3.098 -11.604 -5.059
H -4.091 -10.067 -5.178
H -2.286 -11.032 -3.106
H -3.957 -10.260 -2.924
O 4.766 -8.152 0.474
C 5.127 -9.161 1.087
O 6.367 -9.416 1.482
C 6.359 -10.539 2.304
C 5.182 -11.347 1.839
C 4.216 -10.264 1.504
H 6.293 -10.271 3.359
H 7.292 -11.075 2.135
H 4.714 -12.023 2.554
H 5.451 -11.952 0.973
H 3.607 -9.916 2.338
H 3.529 -10.544 0.705
O -1.033 -4.405 7.709
C -1.253 -3.175 7.836
O -1.399 -2.501 8.915
C -1.441 -1.083 8.604
C -1.236 -0.878 7.130
C -1.534 -2.316 6.657
H -0.607 -0.678 9.178
H -2.344 -0.623 9.004
H -0.241 -0.628 6.761
H -1.868 -0.042 6.829
H -1.086 -2.739 5.758
H -2.596 -2.357 6.416
O 5.465 11.424 1.094
C 5.074 11.049 0.015
O 3.892 11.297 -0.356
C 3.554 10.573 -1.619
C 4.646 9.494 -1.707
C 5.865 10.176 -1.000
H 3.659 11.316 -2.410
H 2.528 10.208 -1.574
H 4.916 9.140 -2.702
H 4.341 8.528 -1.304
H 6.379 10.991 -1.509
H 6.559 9.663 -0.334
O -1.864 9.265 6.192
C -0.703 9.098 6.538
O -0.099 9.958 7.403
C 1.284 9.627 7.637
C 1.674 8.593 6.654
C 0.372 8.245 5.833
H 1.399 9.197 8.632
H 1.861 10.514 7.376
H 1.993 7.641 7.077
H 2.515 8.964 6.069
H -0.086 7.265 5.963
H 0.332 8.492 4.772

## Properties
HOMO-LUMO gap, eV: 10.15
HOMO energy, eV: -9.8
SMILES: O=S1(=O)OCCO1.O=C1CCCO1.O=C1CCCO1.O=C1CCCO1.O=C1CCCO1.O=C1CCCO1.O=C1CCCO1
Net charge: 0

=====

Record 3
Here is C26H40O5OsPS7Sb as an isolated structure from the OMol25 dataset. Energies are from ωB97M-V with the def2-TZVPD basis set.

Geometry (Å):
Os -0.456 -0.629 -0.697
C -4.014 -1.191 2.329
C -4.563 -0.695 0.995
S -3.389 -0.429 -0.382
C -3.774 -1.813 -1.480
C -3.289 -3.172 -1.011
S -1.489 -3.224 -0.765
C -1.338 -3.833 0.938
C -1.750 -2.876 2.048
S -3.529 -2.931 2.443
H -4.801 -1.071 3.076
H -3.176 -0.583 2.662
H -5.033 0.277 1.149
H -5.326 -1.379 0.622
H -3.320 -1.547 -2.434
H -4.854 -1.829 -1.635
H -3.534 -3.922 -1.764
H -3.763 -3.453 -0.074
H -0.276 -4.070 1.025
H -1.884 -4.776 0.996
H -1.499 -1.856 1.765
H -1.202 -3.125 2.957
S 0.598 3.390 -0.718
Sb 1.398 2.363 -2.492
S -0.878 1.868 -3.571
S -1.285 0.032 -2.954
O -0.336 0.421 1.187
S -0.813 0.724 2.602
C -2.140 1.895 2.424
C -2.416 2.457 1.189
C -3.484 3.339 1.085
C -4.253 3.638 2.201
C -3.964 3.058 3.432
C -2.904 2.175 3.550
C 0.446 1.722 3.328
C 0.729 3.000 2.858
C 1.764 3.705 3.443
C 2.489 3.140 4.490
C 2.189 1.869 4.956
C 1.159 1.146 4.369
H -1.808 2.218 0.327
H -3.708 3.794 0.130
H -5.085 4.324 2.113
H -4.567 3.292 4.298
H -2.675 1.712 4.503
H 0.156 3.431 2.047
H 2.002 4.698 3.088
H 3.294 3.701 4.946
H 2.753 1.440 5.773
H 0.917 0.148 4.714
C 3.093 1.154 0.786
C 3.331 -0.092 -0.040
C 4.751 -0.108 -0.581
C 3.010 -1.340 0.765
O 2.372 0.002 -1.177
P 2.204 -1.259 -2.215
O 3.390 -2.115 -2.297
O 0.875 -1.910 -1.781
O 1.929 -0.375 -3.518
C 2.134 -0.904 -4.888
C 3.625 -0.930 -5.176
C 1.428 0.089 -5.790
C 1.503 -2.281 -5.002
H 3.712 1.108 1.683
H 2.049 1.234 1.081
H 3.367 2.056 0.235
H 5.442 -0.020 0.259
H 4.911 0.746 -1.242
H 4.967 -1.021 -1.130
H 3.655 -1.370 1.643
H 3.176 -2.246 0.182
H 1.971 -1.317 1.109
H 4.051 0.068 -5.055
H 3.780 -1.246 -6.209
H 4.144 -1.618 -4.513
H 1.886 1.078 -5.719
H 0.369 0.166 -5.546
H 1.514 -0.245 -6.824
H 2.001 -3.003 -4.353
H 1.599 -2.630 -6.030
H 0.444 -2.244 -4.742

## Properties
HOMO-LUMO gap (alpha / beta), eV: 6.20 / 5.84
HOMO energy (alpha / beta), eV: -10.2 / -10.8
2S+1: 6
Net charge: +1

=====

| no. | total energy (eV) |
| --- | --- |
| 1 | -59815.4819 |
| 2 | -71201.9516 |
| 3 | -131985.0437 |